Here is 2 unconnected molecules or ions with the total composition CCl4OS in a non-equilibrium geometry from the Open Molecules 2025 dataset. Energies are from wB97M-V/def2-TZVPD.

Summary:
Energy relative to the best compared isomer or geometry (same formula, charge and spin) (kcal/mol): 78.7
Frontier orbital gap (eV): 7.90
Total charge: 0
Max |F| (eV/A): 2.1

Each line ends with the Mulliken charge.
Positions of all 7 atoms, in Å:
C1 -1.75819 -0.47588 0.56794  0.112
O1 2.06369 0.23553 -1.81113  -0.385
S1 1.26466 0.79382 -0.74482  0.645
Cl1 -2.82049 0.43756 -0.42411  -0.066
Cl2 -2.38819 -1.91703 1.15487  -0.041
Cl3 2.69722 1.65302 0.50910  -0.133
Cl4 0.94130 -0.72703 0.74815  -0.131

Here is 2 unconnected molecules or ions with the total composition CCl4OS in a non-equilibrium geometry from the Open Molecules 2025 dataset. Energies are from wB97M-V/def2-TZVPD.

Summary:
Energy relative to the best compared isomer or geometry (same formula, charge and spin) (kcal/mol): 82.3
Frontier orbital gap (alpha / beta) (eV): 8.56 / 5.29
Total charge: 0
Max |F| (eV/A): 1.6

Each line ends with the Mulliken charge.
Positions of all 7 atoms, in Å:
C1 -0.57890 -0.59538 0.09722  0.359
O1 0.14282 1.79379 0.23752  -0.514
S1 0.75089 0.51584 0.00548  0.572
Cl1 -0.42092 -2.20913 0.23386  -0.059
Cl2 -2.08830 0.09804 0.36788  -0.075
Cl3 2.79363 -1.26404 1.13917  -0.159
Cl4 0.93051 0.54470 -2.00895  -0.125

Here is 2 unconnected molecules or ions with the total composition CCl4OS in a non-equilibrium geometry from the Open Molecules 2025 dataset. Energies are from wB97M-V/def2-TZVPD.

Summary:
Energy relative to the best compared isomer or geometry (same formula, charge and spin) (kcal/mol): 39.1
Frontier orbital gap (alpha / beta) (eV): 7.70 / 7.70
Total charge: 0
Max |F| (eV/A): 4.2

Each line ends with the Mulliken charge.
Positions of all 7 atoms, in Å:
C1 -0.10318 0.75525 -0.55770  0.203
O1 0.94576 -0.64865 1.81380  -0.416
S1 -0.39600 -0.94818 1.19255  0.563
Cl1 -0.84082 2.06358 0.38228  -0.114
Cl2 1.63875 0.87900 -0.63643  -0.048
Cl3 -0.86748 0.34468 -2.00079  -0.061
Cl4 -0.37702 -2.44568 -0.19371  -0.126

Here is CCl5PS in the gas phase in a non-equilibrium geometry from the Open Molecules 2025 dataset. Energies are from wB97M-V/def2-TZVPD.

Summary:
Energy relative to the best compared isomer or geometry (same formula, charge and spin) (kcal/mol): 0.0
Frontier orbital gap (alpha / beta) (eV): 6.60 / 7.54
Total charge: 0
Max |F| (eV/A): 3.0

Each line ends with the Mulliken charge.
Positions of all 8 atoms, in Å:
C1 -2.40641 0.06579 -0.39502  0.365
P1 2.12112 -0.08516 -0.41636  0.433
S1 0.88381 0.88389 0.85141  -0.216
Cl1 -1.00520 0.82175 -0.75860  0.022
Cl2 -3.57260 0.75232 0.68619  -0.109
Cl3 -2.39875 -1.64288 -0.23931  -0.108
Cl4 2.50253 -1.72160 0.52880  -0.168
Cl5 3.87549 0.92587 -0.25710  -0.219